Entry 1:
5 unconnected molecules or ions with the total composition C3H16NO4. Source: the OMol25 dataset; level of theory: wB97M-V/def2-TZVPD.

Results
Gap between HOMO and LUMO (Eh): 0.39427
Total charge: +1
Strongest force on any atom (eV/A): 7.44
Multiplicity: 1

Geometry (Å):
C 0.04 -2.84 -0.32
C -0.28 -1.53 -0.98
C -0.87 -1.05 -2.08
N 0.22 -0.26 -0.09
H -0.22 -2.69 0.59
H -0.40 -3.63 -0.79
H 1.20 -2.84 -0.33
H -0.98 0.18 -2.43
H -1.07 -1.77 -2.88
H -0.20 0.57 -0.46
H 1.13 -0.11 -0.42
H 0.06 -0.44 0.84
H 0.08 2.59 2.02
H 0.18 3.13 0.59
O 0.09 2.34 1.11
H 2.48 1.12 0.65
H 2.21 1.98 -0.69
O 2.07 1.17 -0.20
H -0.62 -0.69 4.03
H 0.46 -1.62 3.77
O -0.28 -1.29 3.27
H -1.33 3.12 -1.39
H -2.41 2.33 -2.20
O -1.57 2.24 -1.62

Atom charges from the Löwdin analysis, given in e for atoms 1 to 4: number 1, C, carries 0.02; number 2, C, carries -0.24; number 3, C, carries 0.06; number 4, N, carries 0.21

***

Entry 2:
A molecular structure, C21H28F5NdO2. Source: the OMol25 dataset; level of theory: wB97M-V/def2-TZVPD.

Results
Gap between HOMO and LUMO (alpha / beta) (Eh): 0.27991 / 0.27954
Total charge: 0
Strongest force on any atom (eV/A): 3.48
Multiplicity: 4

Geometry (Å):
O 2.32 0.13 -0.66
C 2.96 0.06 -1.97
C 4.12 0.94 -1.52
H 2.31 0.51 -2.73
H 3.22 -0.97 -2.21
C 3.49 0.80 -0.12
H 4.03 1.97 -1.89
H 5.10 0.48 -1.62
C 3.16 2.12 0.55
H 2.23 2.52 0.14
H 3.97 2.84 0.36
H 3.04 2.03 1.63
C 4.29 -0.16 0.74
H 4.48 -1.06 0.14
H 3.73 -0.47 1.63
H 5.24 0.28 1.04
Nd -1.16 -0.63 0.56
C 0.41 -3.25 1.19
C -0.87 -3.37 0.56
C -0.75 -2.96 -0.81
H -1.73 -3.89 0.98
C 0.63 -2.62 -1.02
C 1.34 -2.90 0.18
H 2.43 -2.97 0.26
H 0.66 -3.51 2.23
H -1.53 -2.98 -1.58
H 1.08 -2.30 -1.96
C -1.13 -0.83 3.13
C 0.19 -0.34 2.87
C 0.10 1.02 2.44
H 1.11 -0.89 3.10
C -1.29 1.36 2.41
C -2.05 0.24 2.85
H -3.12 0.24 3.08
H -1.38 -1.79 3.61
H 0.93 1.70 2.26
H -1.68 2.36 2.20
O -1.53 1.09 -0.82
C -0.51 2.19 -0.96
C -0.82 2.92 -2.27
H 0.46 1.70 -0.99
H -0.56 2.81 -0.05
C -2.20 2.46 -2.73
H -0.05 2.61 -2.99
H -0.81 4.01 -2.17
C -2.61 1.28 -1.88
H -2.23 2.16 -3.77
H -2.92 3.28 -2.62
H -2.61 0.35 -2.45
H -3.56 1.42 -1.36
F -4.08 0.13 0.29
C -3.64 -1.17 -0.07
F -4.05 -1.37 -1.38
C -4.36 -2.15 0.83
F -4.02 -1.98 2.15
F -5.69 -1.99 0.72
F -4.06 -3.44 0.48

Atom charges from the Löwdin analysis, given in e for atoms 1 to 4: number 1, O, carries -0.13; number 2, C, carries -0.15; number 3, C, carries -0.07; number 4, H, carries 0.11

***

Entry 3:
A molecular structure, C32H41AsBrCrN3O6PS. Source: the OMol25 dataset; level of theory: wB97M-V/def2-TZVPD.

Results
Gap between HOMO and LUMO (alpha / beta) (Eh): 0.28045 / 0.27378
Total charge: 0
Strongest force on any atom (eV/A): 0.65
Multiplicity: 4

Geometry (Å):
Cr 0.78 -0.96 0.93
C 2.48 -1.65 -4.16
C 2.04 -2.27 -2.84
C 3.19 -2.53 -1.90
C 4.10 -3.54 -2.21
C 5.14 -3.86 -1.37
C 5.30 -3.18 -0.17
C 4.42 -2.17 0.19
C 4.61 -1.42 1.48
C 5.37 -0.11 1.29
C 3.38 -1.84 -0.70
N 2.48 -0.80 -0.31
C 2.47 0.28 -1.03
C 1.45 1.24 -0.79
C 1.22 2.56 -1.17
C 0.08 2.97 -0.48
C -0.34 1.88 0.29
N 0.48 0.84 0.10
H 1.64 -1.56 -4.85
H 3.24 -2.26 -4.65
H 2.91 -0.66 -4.02
H 1.53 -3.22 -3.02
H 1.29 -1.63 -2.37
H 3.95 -4.10 -3.13
H 5.82 -4.66 -1.63
H 6.11 -3.44 0.50
H 5.15 -2.06 2.18
H 3.64 -1.23 1.93
H 6.32 -0.27 0.78
H 5.59 0.36 2.26
H 4.79 0.60 0.70
H 3.22 0.43 -1.80
H 1.82 3.14 -1.86
H -0.41 3.93 -0.53
H -1.19 1.80 0.95
O -3.50 -2.02 2.08
As -2.16 -2.25 0.95
O -2.65 -2.11 -0.58
O -1.00 -1.16 1.62
C -1.67 -4.02 1.58
C -2.67 -4.79 2.17
C -2.37 -6.05 2.68
C -1.08 -6.55 2.62
C -0.08 -5.80 2.03
C -0.39 -4.54 1.52
S 0.94 -3.64 0.80
O 1.44 -2.69 1.85
O 1.89 -4.56 0.28
O 0.31 -2.70 -0.19
H -3.72 -1.08 2.10
H -3.68 -4.41 2.23
H -3.16 -6.64 3.13
H -0.86 -7.53 3.02
H 0.93 -6.17 1.95
Br 2.40 2.49 6.43
C 1.97 1.51 4.89
C 2.64 1.76 3.71
C 2.28 1.02 2.59
N 1.33 0.09 2.63
C 0.69 -0.16 3.78
C 0.98 0.54 4.94
H 3.41 2.51 3.64
H 2.76 1.18 1.64
H -0.08 -0.92 3.73
H 0.45 0.32 5.85
C -3.90 2.61 -1.70
C -3.84 2.81 -0.19
P -3.80 1.17 0.67
C -3.71 1.64 2.48
C -3.83 3.12 2.86
C -5.57 0.66 0.52
C -6.64 1.58 1.09
H -3.82 3.57 -2.22
H -4.84 2.15 -2.01
H -3.09 1.97 -2.04
H -4.67 3.43 0.16
H -2.92 3.34 0.07
H -2.76 1.25 2.85
H -4.49 1.07 3.00
H -3.06 3.72 2.38
H -3.72 3.25 3.94
H -4.80 3.53 2.58
H -5.65 -0.34 0.97
H -5.73 0.50 -0.55
H -6.48 1.79 2.15
H -7.64 1.14 0.99
H -6.67 2.54 0.57

Atom charges from the Löwdin analysis, given in e for atoms 1 to 4: number 1, Cr, carries 0.87; number 2, C, carries -0.08; number 3, C, carries -0.19; number 4, C, carries -0.17

***

Entry 4:
2 unconnected molecules or ions with the total composition C3H6OPS. Source: the OMol25 dataset; level of theory: wB97M-V/def2-TZVPD.

Results
Gap between HOMO and LUMO (Eh): 0.24179
Total charge: -1
Strongest force on any atom (eV/A): 4.82
Multiplicity: 1

Geometry (Å):
C 2.09 -1.04 0.69
C -0.58 -1.23 -0.03
C 0.59 1.21 0.11
O 2.85 -1.78 1.23
P 0.55 -0.31 1.15
S 2.75 -0.34 -1.68
H -0.59 -0.60 -0.89
H -1.56 -1.26 0.58
H -0.26 -2.21 -0.24
H -0.49 1.46 -0.06
H 1.21 0.69 -0.68
H 1.13 2.18 0.51

Atom charges from the Löwdin analysis, given in e for atoms 1 to 4: number 1, C, carries -0.67; number 2, C, carries -0.30; number 3, C, carries -0.41; number 4, O, carries -0.05

***

Entry 5:
2 unconnected molecules or ions with the total composition C4H15N2O. Source: the OMol25 dataset; level of theory: wB97M-V/def2-TZVPD.

Results
Gap between HOMO and LUMO (Eh): 0.41103
Total charge: +1
Strongest force on any atom (eV/A): 1.70
Multiplicity: 1

Geometry (Å):
C 0.59 2.13 -0.56
C -0.03 1.78 0.79
C -1.08 0.66 0.62
C -1.45 -1.47 -0.64
N -0.49 -0.64 0.16
N 1.36 0.96 -1.11
H -0.07 2.71 -1.22
H 1.40 2.82 -0.35
H -0.52 2.65 1.23
H 0.82 1.51 1.44
H -1.64 0.49 1.54
H -1.75 1.06 -0.14
H -0.91 -2.01 -1.42
H -2.04 -2.00 0.10
H -2.06 -0.78 -1.23
H -0.16 -1.24 0.93
H 0.32 -0.26 -0.37
H 2.34 1.19 -1.01
H 1.18 0.88 -2.10
H 0.33 -3.43 1.11
H 1.77 -2.79 0.87
O 0.83 -2.67 0.75

Atom charges from the Löwdin analysis, given in e for atoms 1 to 4: number 1, C, carries -0.24; number 2, C, carries -0.17; number 3, C, carries -0.14; number 4, C, carries 0.00

***

Entry 6:
A molecular structure, C2HClF3N. Source: the OMol25 dataset; level of theory: wB97M-V/def2-TZVPD.

Results
Gap between HOMO and LUMO (alpha / beta) (Eh): 0.28968 / 0.26446
Total charge: 0
Strongest force on any atom (eV/A): 1.11
Multiplicity: 1

Geometry (Å):
C -3.23 0.32 0.41
C 1.06 0.00 -0.09
N -0.16 -0.44 -0.47
F 1.09 0.65 1.13
F 1.57 0.90 -0.95
F 1.98 -0.98 0.03
Cl -1.90 0.86 -0.06
H -0.41 -1.30 -0.01

Atom charges from the Löwdin analysis, given in e for atoms 1 to 4: number 1, C, carries -0.36; number 2, C, carries -0.82; number 3, N, carries -0.07; number 4, F, carries 0.05

***

Entry 7:
A molecular structure, C8H4Cl3ErIrNO3. Source: the OMol25 dataset; level of theory: wB97M-V/def2-TZVPD.

Results
Gap between HOMO and LUMO (alpha / beta) (Eh): 0.27922 / 0.14322
Total charge: +4
Strongest force on any atom (eV/A): 9.17
Multiplicity: 8

Geometry (Å):
Er -1.22 0.34 -1.98
Ir 1.59 0.31 -0.70
Cl -2.37 -1.10 -3.57
Cl -2.35 2.56 -1.51
C 2.57 1.82 -1.17
C 1.94 -0.84 -2.11
C 0.29 1.35 -3.53
O 3.16 2.78 -1.50
O 2.23 -1.47 -3.06
O 1.02 1.86 -4.27
Cl -2.80 1.09 2.91
C -1.50 0.11 2.40
C -1.22 -1.09 3.07
C -0.19 -1.88 2.57
C 0.58 -1.41 1.51
N 0.29 -0.26 0.87
C -0.76 0.52 1.28
H -1.81 -1.38 3.93
H 0.08 -2.85 2.99
H 1.45 -1.94 1.12
H -0.96 1.45 0.74

Atom charges from the Löwdin analysis, given in e for atoms 1 to 4: number 1, Er, carries 0.83; number 2, Ir, carries 1.22; number 3, Cl, carries 0.18; number 4, Cl, carries 0.47

***

Entry 8:
A gas-phase ion, C26H26Cl2NO6S (charge -1). Source: the OMol25 dataset; level of theory: wB97M-V/def2-TZVPD.

Results
SMILES string: CC1(C)OC(=O)C([C@@H](c2cc3c4c(c2)CCCN4CCC3)[C@H](Cl)S(=O)(=O)c2ccc(Cl)cc2)=C([O-])O1
Gap between HOMO and LUMO (Eh): 0.23703
Total charge: -1
Strongest force on any atom (eV/A): 3.20
Multiplicity: 1

Geometry (Å):
C -1.75 4.11 -0.88
C -3.11 3.69 -1.41
C -3.97 4.91 -1.74
O -2.96 2.94 -2.64
C -2.35 1.71 -2.51
O -1.89 1.20 -3.51
C -2.36 1.11 -1.17
C -1.72 -0.23 -1.01
C -1.68 -0.72 0.45
C -1.39 0.20 1.47
C -1.28 -0.18 2.81
C -1.50 -1.55 3.15
N -1.40 -1.98 4.44
C -0.85 -1.15 5.48
C -1.24 0.31 5.31
C -0.96 0.81 3.88
C -1.42 -3.38 4.77
C -2.35 -4.16 3.87
C -2.03 -3.91 2.40
C -1.79 -2.48 2.12
C -1.85 -2.06 0.79
C -3.43 1.58 -0.30
O -4.01 0.93 0.54
O -3.84 2.90 -0.47
H -1.12 3.25 -0.61
H -1.22 4.70 -1.64
H -1.89 4.74 0.00
H -4.95 4.57 -2.08
H -4.09 5.52 -0.84
H -3.49 5.50 -2.52
H -0.70 0.03 -1.30
H -1.24 1.25 1.21
H -1.22 -1.54 6.44
H 0.25 -1.24 5.51
H -2.30 0.43 5.55
H -0.67 0.90 6.03
H 0.10 1.08 3.82
H -1.53 1.73 3.72
H -0.40 -3.80 4.69
H -1.73 -3.47 5.82
H -2.27 -5.23 4.09
H -3.39 -3.86 4.06
H -1.13 -4.48 2.11
H -2.84 -4.27 1.76
H -2.05 -2.80 0.02
Cl 0.27 -4.10 -8.73
C -0.26 -3.75 -7.14
C -1.49 -4.24 -6.68
C -1.91 -3.95 -5.36
C -1.10 -3.19 -4.52
S -1.53 -2.94 -2.72
C -2.27 -1.13 -2.08
Cl -3.99 -1.25 -1.94
O -2.55 -3.92 -2.43
O -0.28 -2.94 -1.98
C 0.12 -2.71 -4.98
C 0.55 -2.98 -6.29
H -2.10 -4.83 -7.34
H -2.86 -4.34 -5.02
H -1.99 -0.68 -3.05
H 0.77 -2.13 -4.32
H 1.50 -2.61 -6.65

Atom charges from the Löwdin analysis, given in e for atoms 1 to 4: number 1, C, carries 0.00; number 2, C, carries -0.55; number 3, C, carries 0.00; number 4, O, carries 0.05